[1]
{
  "formula": "C11H15N3",
  "method": "ωB97M-V with the def2-TZVPD basis set",
  "homo_ev": -7.62,
  "gap_ha": 0.304,
  "multiplicity": 1,
  "smiles": "c1cncc(N2C[C@@H]3CC[C@H]2CN3)c1",
  "elements": ["C", "C", "N", "C", "C", "N", "C", "C", "C", "C", "C", "C", "N", "C", "H", "H", "H", "H", "H", "H", "H", "H", "H", "H", "H", "H", "H", "H", "H"],
  "coordinates": [[-3.49222, 1.18638, -0.04372], [-4.17306, -0.08100, 0.18483], [-3.57037, -1.26054, -0.01112], [-2.29079, -1.37167, -0.16343], [-1.49659, -0.17804, -0.21896], [-0.11092, -0.19845, -0.34082], [0.58903, -1.39291, 0.23068], [2.07954, -1.01060, 0.48597], [2.07513, 0.10730, 1.54412], [1.58026, 1.34541, 0.76868], [0.85935, 0.93240, -0.55832], [1.88062, 0.42928, -1.52416], [2.72997, -0.67953, -0.80073], [-2.15264, 1.05799, -0.15060], [-3.96023, 2.14450, 0.03431], [-5.29341, -0.13994, 0.27304], [-1.76087, -2.33789, -0.33630], [0.58346, -2.24574, -0.52405], [0.08907, -1.84584, 1.13886], [2.57439, -2.11684, 0.57717], [1.36025, -0.05662, 2.46720], [3.08030, 0.24750, 2.14356], [0.97954, 2.14901, 1.40060], [2.45860, 1.91287, 0.32544], [0.32756, 1.78820, -1.02234], [2.61849, 1.24098, -1.95407], [1.29707, -0.02653, -2.38158], [2.77895, -1.53220, -1.41760], [-1.64050, 1.93252, -0.12664]],
  "atomic_forces_ev_per_a": [[-1.8, -3.5, 1.4], [-0.7, 1.3, -1.7], [-2.0, -0.1, 1.0], [2.9, 1.5, -0.7], [0.4, 0.3, 0.0], [0.9, -1.2, 1.0], [-0.2, -0.6, -1.0], [-0.1, -4.1, -0.8], [0.8, 0.1, 2.5], [0.2, 2.5, -0.4], [-1.6, 0.1, 1.2], [2.1, -1.2, -1.5], [-1.1, 1.6, -1.3], [-0.2, -1.7, -0.3], [-0.4, 0.2, 0.0], [1.3, 0.2, 0.1], [-0.9, 0.6, 0.3], [0.0, 0.9, 0.6], [0.4, 0.9, -0.7], [-0.9, 2.7, 1.4], [1.0, -0.3, -2.2], [-1.6, 0.0, -1.7], [1.1, -1.9, -1.2], [-0.7, -0.4, 0.9], [0.2, -0.5, 0.4], [-1.6, -1.4, 1.0], [0.9, 0.5, 0.7], [-0.2, 1.3, 1.1], [2.0, 2.4, -0.2]]
}



[2]
{
  "formula": "C27H49ClFN2O9S",
  "method": "ωB97M-V with the def2-TZVPD basis set",
  "homo_ev": -11.16,
  "gap_ha": 0.308,
  "multiplicity": 1,
  "charge": 1,
  "elements": ["O", "C", "Cl", "C", "C", "C", "N", "C", "C", "C", "F", "C", "N", "C", "C", "C", "S", "H", "H", "H", "H", "H", "H", "H", "H", "H", "H", "H", "H", "H", "H", "H", "H", "H", "O", "C", "O", "C", "C", "C", "H", "H", "H", "H", "H", "H", "H", "H", "O", "C", "O", "C", "C", "C", "H", "H", "H", "H", "H", "H", "H", "H", "O", "C", "O", "C", "C", "C", "H", "H", "H", "H", "H", "H", "H", "H", "O", "C", "O", "C", "C", "C", "H", "H", "H", "H", "H", "H", "H", "H"],
  "coordinates": [[1.88874, 2.19659, -1.15247], [1.80158, 3.02895, -2.00114], [0.53781, 2.99559, -3.20646], [2.76323, 4.20265, -2.14695], [4.16839, 3.74744, -1.95734], [4.86432, 3.64766, -0.80615], [6.09124, 3.11301, -1.09386], [7.15666, 2.79155, -0.13359], [6.66658, 1.80652, 0.92725], [5.81995, 0.68903, 0.35304], [6.55350, 0.05116, -0.64835], [6.14730, 2.90521, -2.39745], [4.99779, 3.26596, -2.94848], [4.68962, 3.13004, -4.37618], [4.75628, 1.68458, -4.84435], [3.72696, 0.78249, -4.17325], [3.56078, -0.83100, -4.99331], [2.61611, 4.70149, -3.10197], [2.51979, 4.92503, -1.36686], [4.55838, 3.90130, 0.19468], [7.97467, 2.35823, -0.70157], [7.48718, 3.72593, 0.31694], [6.13100, 2.29938, 1.73952], [7.55777, 1.36211, 1.37482], [5.57856, -0.03374, 1.13297], [4.89135, 1.06104, -0.08421], [6.98070, 2.46912, -2.92187], [5.38018, 3.75253, -4.94583], [3.69126, 3.52971, -4.54800], [5.75887, 1.27082, -4.71781], [4.56351, 1.68868, -5.91933], [2.72831, 1.21286, -4.26009], [3.96554, 0.59496, -3.12706], [4.77144, -1.29123, -4.66705], [5.55978, -2.82927, 3.96714], [4.52893, -2.80281, 3.35599], [4.15986, -1.62836, 2.79291], [3.03805, -1.50318, 1.90983], [1.71520, -1.34072, 2.62054], [3.62140, -4.00316, 3.23916], [3.01356, -2.33016, 1.19880], [3.26603, -0.60165, 1.33947], [1.45945, -2.22456, 3.20225], [0.91796, -1.18315, 1.89907], [1.75752, -0.49029, 3.30366], [3.01652, -4.05923, 4.14351], [4.24710, -4.89013, 3.18945], [2.95830, -3.99061, 2.37878], [-0.93296, -2.64428, 1.34991], [-1.92452, -2.00375, 1.10322], [-2.40714, -2.04797, -0.15055], [-3.65467, -1.43351, -0.51831], [-3.49557, 0.03542, -0.84379], [-2.59166, -1.13156, 2.13725], [-4.40818, -1.60526, 0.24794], [-3.97774, -1.98188, -1.39674], [-3.15782, 0.60664, 0.02161], [-4.45126, 0.44173, -1.17525], [-2.76101, 0.16492, -1.64073], [-2.05329, -0.18490, 2.18582], [-2.51149, -1.61802, 3.10518], [-3.63845, -0.91883, 1.95629], [-4.51083, 0.41565, 4.04078], [-4.69788, 0.03552, 5.16499], [-4.12936, -1.12690, 5.54051], [-4.19033, -1.62641, 6.88317], [-5.47188, -2.38389, 7.15575], [-5.58804, 0.78603, 6.12644], [-4.02805, -0.81825, 7.59708], [-3.33433, -2.29446, 6.95728], [-6.34790, -1.74101, 7.07030], [-5.45283, -2.80223, 8.16202], [-5.58369, -3.19954, 6.44204], [-6.62091, 0.51153, 5.91470], [-5.46940, 1.84846, 5.93210], [-5.38359, 0.59678, 7.17619], [-6.43504, -1.96290, -1.92200], [-6.40939, -1.75090, -3.10330], [-6.33601, -0.46857, -3.51663], [-6.19039, -0.10540, -4.89431], [-7.51702, -0.06798, -5.62227], [-6.51028, -2.86652, -4.11656], [-5.46855, -0.75830, -5.38671], [-5.75093, 0.89023, -4.86194], [-7.98812, -1.05019, -5.65384], [-7.37374, 0.27438, -6.64724], [-8.20050, 0.61530, -5.11924], [-7.56307, -3.12020, -4.23598], [-5.99416, -3.73296, -3.71181], [-6.09305, -2.63437, -5.09215]],
  "atomic_forces_ev_per_a": [[0.0, 0.5, -0.6], [0.1, -0.6, 0.7], [-0.2, 0.0, -0.1], [0.1, 0.0, -0.3], [-0.2, 0.1, 0.0], [-0.1, 0.1, 0.7], [0.2, 0.2, -0.1], [-0.2, 0.0, 0.2], [0.2, -0.2, 0.0], [0.1, 0.1, 0.4], [-0.1, 0.1, -0.1], [0.2, -0.4, -0.1], [-0.2, 0.1, -0.3], [0.1, -0.1, -0.4], [-0.2, -0.1, -0.2], [0.2, -0.3, -0.2], [-0.1, 0.1, 0.0], [0.0, 0.0, 0.0], [-0.1, 0.0, 0.0], [0.1, 0.0, 0.0], [0.0, 0.0, -0.1], [0.1, 0.0, 0.0], [-0.1, 0.1, -0.1], [0.0, 0.0, 0.1], [0.0, -0.1, -0.1], [0.0, -0.1, -0.1], [0.0, 0.0, 0.0], [0.0, 0.0, 0.1], [0.0, 0.0, 0.1], [0.0, 0.0, 0.0], [0.1, 0.0, 0.0], [0.0, 0.1, 0.2], [-0.1, 0.2, 0.1], [0.1, -0.1, 0.0], [0.0, 0.0, 0.0], [0.0, -0.1, 0.1], [0.1, 0.1, -0.1], [-0.1, 0.0, -0.2], [0.2, 0.1, 0.3], [0.1, 0.0, -0.2], [0.0, 0.0, 0.0], [-0.1, 0.0, 0.0], [-0.1, 0.0, -0.1], [0.0, 0.0, 0.0], [0.0, 0.0, 0.0], [0.0, 0.0, 0.0], [0.0, 0.0, 0.1], [0.0, 0.0, 0.0], [0.0, 0.0, 0.0], [0.0, 0.0, 0.0], [0.0, 0.0, 0.0], [0.0, 0.0, 0.0], [0.1, 0.0, 0.0], [-0.1, -0.2, 0.0], [0.0, 0.0, 0.0], [0.0, 0.0, 0.0], [0.0, 0.0, 0.0], [0.0, 0.0, 0.0], [0.0, 0.0, 0.0], [0.0, 0.0, 0.0], [0.1, 0.0, 0.0], [0.0, 0.1, 0.0], [0.0, 0.1, 0.0], [-0.1, -0.1, 0.0], [0.1, 0.0, 0.0], [0.0, -0.1, 0.1], [0.0, 0.0, -0.1], [0.2, 0.1, 0.1], [0.0, 0.0, 0.0], [0.0, 0.0, 0.0], [0.0, 0.0, 0.0], [0.0, 0.0, 0.0], [0.0, 0.0, 0.0], [0.0, 0.0, 0.0], [0.0, 0.0, -0.1], [0.0, 0.0, 0.0], [0.0, 0.0, 0.0], [-0.2, 0.0, 0.0], [0.1, 0.0, 0.0], [0.0, 0.1, -0.1], [0.0, 0.0, 0.1], [0.2, 0.0, 0.0], [0.0, 0.0, 0.0], [0.0, 0.0, 0.0], [0.0, 0.0, 0.0], [0.0, 0.0, 0.0], [0.0, 0.0, 0.0], [0.0, 0.0, 0.0], [-0.1, 0.0, 0.1], [-0.1, 0.0, 0.0]]
}